ORCA calculation (ωB97M-V with the def2-TZVPD basis set) on an isolated molecule of C3H5F in a non-equilibrium geometry.

Each line ends with the Mulliken charge.
CARTESIAN COORDINATES (ANGSTROEM)
C -0.20 -0.47 -1.11  -1.090
C 0.41 0.17 0.07  -0.102
C -0.12 0.54 1.28  -0.139
F 0.66 0.96 2.32  -0.245
H 0.52 -1.06 -1.46  0.362
H -1.08 -1.15 -1.00  0.310
H -0.45 0.22 -1.85  0.296
H 1.39 0.50 -0.03  0.332
H -1.12 0.29 1.79  0.276

Calculated values
E_HOMO, eV: -9.4
Largest force on an atom, eV/Å: 4.7
Relative energy (zero: lowest compared OMol25 entry of this formula, charge and spin), kcal per mole: 15.36